ORCA calculation (ωB97M-V with the def2-TZVPD basis set) on 3 unconnected molecules or ions with the total composition C14H29O12P3.

Summary:
- gap between HOMO and LUMO (eV) = 7.89
- highest occupied orbital energy (eV) = -8.810
- spin multiplicity = 1
- charge = 0
- strongest force on any atom (Eh/bohr) = 0.1164
- LUMO level (eV) = -0.92
- electronic energy (eV) = -67424.21093
- structure (SMILES) = CCP(CC)C1=C(O)C(=O)OC1=O.COP(=O)(OC)OC.COP(=O)(OC)OC

Last column: natural (NBO) charge in e.
CARTESIAN COORDINATES (ANGSTROEM)
C 3.859 -2.400 0.770  -0.616
C 4.058 -0.891 0.688  -0.688
P 2.933 0.101 1.797  0.800
C 3.523 1.850 1.469  -0.689
C 4.680 2.001 0.463  -0.606
C 1.308 0.140 0.922  -0.448
C 0.571 -0.863 0.412  0.240
O 0.792 -2.160 0.519  -0.638
C -0.439 -0.202 -0.459  0.707
O -0.752 -0.669 -1.518  -0.520
O -0.479 1.169 -0.293  -0.487
C 0.474 1.356 0.710  0.759
O 0.411 2.242 1.504  -0.513
H 3.858 -2.757 1.799  0.215
H 4.715 -2.893 0.299  0.210
H 3.018 -2.784 0.207  0.219
H 4.008 -0.532 -0.339  0.220
H 5.075 -0.687 1.022  0.234
H 2.753 2.490 1.046  0.239
H 3.788 2.269 2.436  0.230
H 4.938 3.058 0.382  0.217
H 4.370 1.697 -0.534  0.203
H 5.585 1.498 0.791  0.203
H 0.156 -2.709 0.047  0.511
C -1.576 -0.015 3.927  -0.246
O -2.000 -1.380 3.838  -0.785
P -1.999 -2.292 5.204  2.461
O -0.986 -1.628 6.063  -1.078
O -1.428 -3.599 4.430  -0.834
C -0.799 -3.569 3.158  -0.238
O -2.800 -3.203 6.307  -0.760
C -2.938 -4.621 6.214  -0.236
H -1.842 0.468 2.987  0.184
H -2.071 0.505 4.743  0.201
H -0.496 0.026 4.052  0.205
H 0.078 -2.921 3.167  0.191
H -1.504 -3.254 2.391  0.177
H -0.475 -4.584 2.927  0.187
H -1.973 -5.098 6.371  0.194
H -3.362 -4.924 5.260  0.187
H -3.619 -4.929 7.006  0.190
C -3.106 4.956 -4.582  -0.243
O -2.062 4.036 -4.904  -0.780
P -2.368 2.863 -6.010  2.461
O -3.844 2.701 -5.943  -1.083
O -1.557 1.739 -5.175  -0.838
C -1.199 1.833 -3.798  -0.239
O -2.039 2.140 -7.446  -0.762
C -1.138 1.043 -7.590  -0.236
H -2.655 5.763 -4.004  0.185
H -3.562 5.374 -5.476  0.196
H -3.857 4.461 -3.972  0.200
H -2.079 1.959 -3.168  0.186
H -0.493 2.645 -3.640  0.182
H -0.712 0.901 -3.524  0.199
H -1.558 0.155 -7.122  0.195
H -0.159 1.266 -7.172  0.186
H -1.022 0.860 -8.658  0.188

ORCA calculation (ωB97M-V with the def2-TZVPD basis set) on a molecular structure, C4H6N2S.

Summary:
- gap between HOMO and LUMO (eV) = 7.91
- highest occupied orbital energy (eV) = -8.780
- spin multiplicity = 1
- charge = 0
- strongest force on any atom (Eh/bohr) = 0.1235
- LUMO level (eV) = -0.87
- electronic energy (eV) = -18056.67049

Last column: natural (NBO) charge in e.
CARTESIAN COORDINATES (ANGSTROEM)
C 2.476 0.537 0.224  -0.075
C 0.270 0.790 -0.169  0.369
C -1.596 -0.403 0.791  -0.220
C -1.472 -0.820 -0.621  -0.242
H 2.529 1.605 0.042  0.179
H 0.348 1.698 -1.187  0.173
H -2.566 -0.172 1.153  0.201
H -0.931 -0.888 1.629  0.209
H -0.644 -1.516 -0.801  0.213
H -2.305 -0.876 -1.319  0.211
N 1.212 0.060 0.356  -0.519
N -1.114 0.471 -0.081  -0.473
S 3.792 -0.485 -0.017  -0.025

ORCA calculation (ωB97M-V with the def2-TZVPD basis set) on a molecular structure, C3H14NPbS.

Summary:
- gap between HOMO and LUMO (eV) = 7.72
- highest occupied orbital energy (eV) = -12.624
- spin multiplicity = 1
- charge = +1
- strongest force on any atom (Eh/bohr) = 0.1123
- LUMO level (eV) = -4.91
- electronic energy (eV) = -20897.64285

Last column: Löwdin charge in e.
CARTESIAN COORDINATES (ANGSTROEM)
C -1.388 -1.865 -2.139  -0.387
Pb -0.430 -0.923 -0.591  0.983
N 1.010 -0.018 -2.086  0.002
H -1.413 -1.638 0.382  -0.077
H -1.635 0.013 -0.563  -0.107
H -2.411 -2.176 -1.881  0.036
H -0.773 -2.764 -2.344  0.009
H -1.422 -1.222 -3.037  0.010
H 2.003 -0.275 -1.984  0.093
H 0.985 1.011 -2.081  0.094
H 0.746 -0.297 -3.042  0.088
C 1.705 0.856 2.691  -0.348
S 0.724 0.193 1.306  0.652
C -0.668 1.358 1.567  -0.394
H 2.624 0.241 2.775  0.053
H 1.158 0.749 3.652  0.071
H 2.037 1.893 2.478  0.064
H -1.564 0.806 1.919  0.058
H -0.437 2.121 2.338  0.060
H -0.851 1.939 0.641  0.039

ORCA calculation (ωB97M-V with the def2-TZVPD basis set) on a molecular structure, C49H32ClO15P3.

Summary:
- gap between HOMO and LUMO (eV) = 8.32
- highest occupied orbital energy (eV) = -9.435
- spin multiplicity = 1
- charge = 0
- strongest force on any atom (Eh/bohr) = 0.0462
- LUMO level (eV) = -1.11
- electronic energy (eV) = -122439.66625

Last column: Löwdin charge in e.
CARTESIAN COORDINATES (ANGSTROEM)
O 4.251 -3.490 0.526  0.140
C 4.577 -3.219 1.625  -0.438
O 3.691 -3.170 2.680  0.023
O 2.431 -3.635 2.219  -0.223
P 1.263 -2.818 2.973  0.282
O 1.362 -2.797 4.414  -0.196
O 1.110 -1.331 2.410  -0.337
P 1.820 -0.861 0.954  0.793
O 1.925 0.748 1.195  -0.234
O 0.649 -1.012 -0.170  -0.257
O -0.029 -3.609 2.472  -0.376
P 0.021 -4.186 0.915  0.508
O -1.552 -4.357 0.684  -0.276
Cl 0.604 -6.154 1.236  0.287
C 5.972 -2.947 2.005  -0.133
C 6.333 -2.162 3.089  -0.010
C 7.671 -1.925 3.349  -0.067
C 8.654 -2.463 2.531  -0.071
C 8.296 -3.264 1.455  -0.063
C 6.959 -3.498 1.194  -0.008
H 1.638 0.992 2.090  0.041
H 0.926 -0.486 -0.932  0.058
H -1.706 -4.769 -0.176  0.062
H 5.580 -1.728 3.727  0.121
H 7.977 -1.324 4.187  0.104
H 9.699 -2.272 2.707  0.103
H 9.052 -3.681 0.816  0.104
H 6.670 -4.107 0.355  0.120
C -3.917 4.348 3.286  -0.050
C -3.173 3.426 2.557  -0.054
C -1.882 3.116 2.946  0.005
C -1.324 3.731 4.059  -0.082
C -2.065 4.673 4.778  -0.084
C -3.365 4.970 4.393  -0.001
C -1.474 5.380 5.949  -0.277
O -2.116 6.194 6.578  0.107
C -0.065 5.065 6.321  -0.081
C 0.527 5.749 7.375  -0.002
C 1.829 5.459 7.742  -0.056
C 2.545 4.479 7.064  -0.056
C 1.963 3.797 6.010  -0.002
C 0.660 4.093 5.629  -0.081
C 0.059 3.372 4.472  -0.269
O 0.686 2.517 3.879  0.092
H -4.929 4.583 2.984  0.110
H -3.603 2.955 1.685  0.100
H -1.302 2.397 2.384  0.118
H -3.938 5.690 4.959  0.120
H -0.036 6.507 7.901  0.120
H 2.290 5.996 8.561  0.107
H 3.561 4.249 7.357  0.107
H 2.516 3.037 5.477  0.119
C -2.313 8.940 -2.125  -0.055
C -2.176 8.288 -0.903  -0.054
C -2.822 7.085 -0.682  0.000
C -3.616 6.532 -1.678  -0.081
C -3.771 7.196 -2.896  -0.082
C -3.109 8.396 -3.118  -0.002
C -4.654 6.644 -3.963  -0.276
O -4.785 7.217 -5.023  0.109
C -5.378 5.370 -3.685  -0.081
C -6.247 4.864 -4.642  -0.001
C -6.918 3.676 -4.406  -0.055
C -6.717 2.984 -3.217  -0.056
C -5.855 3.487 -2.258  -0.003
C -5.189 4.684 -2.483  -0.081
C -4.289 5.227 -1.428  -0.270
O -4.110 4.628 -0.387  0.094
H -1.801 9.877 -2.298  0.108
H -1.562 8.721 -0.125  0.108
H -2.714 6.571 0.263  0.119
H -3.222 8.901 -4.067  0.121
H -6.398 5.404 -5.566  0.121
H -7.599 3.285 -5.150  0.108
H -7.237 2.053 -3.038  0.108
H -5.698 2.955 -1.330  0.119
C -1.519 -7.770 -7.523  -0.058
C -0.719 -8.902 -7.641  -0.057
C 0.284 -9.143 -6.718  -0.003
C 0.499 -8.248 -5.678  -0.082
C -0.290 -7.101 -5.572  -0.083
C -1.305 -6.872 -6.492  -0.004
C -0.049 -6.104 -4.491  -0.278
O -0.741 -5.111 -4.394  0.098
C 1.066 -6.358 -3.538  -0.084
C 1.345 -5.417 -2.556  -0.015
C 2.365 -5.642 -1.649  -0.092
C 3.109 -6.814 -1.714  -0.050
C 2.843 -7.754 -2.696  0.002
C 1.826 -7.527 -3.616  -0.083
C 1.573 -8.535 -4.683  -0.278
O 2.222 -9.557 -4.746  0.106
H -2.308 -7.588 -8.241  0.107
H -0.881 -9.597 -8.454  0.107
H 0.905 -10.024 -6.801  0.120
H -1.921 -5.988 -6.399  0.119
H 0.762 -4.507 -2.505  0.114
H 2.581 -4.903 -0.887  0.077
H 3.900 -6.992 -0.998  0.111
H 3.421 -8.665 -2.754  0.120